No. 1
This record from the Open Molecules 2025 dataset describes a molecular structure, C62H51IKN5O3S2. The level of theory is the ωB97M-V functional and the def2-TZVPD basis.

Atoms and positions in Å:
K: 0.52855 -0.06897 1.26176
N: 2.72880 -4.35330 1.61155
C: 2.33442 -3.10120 1.31953
N: 1.22558 -2.56693 1.71944
C: 0.35696 -3.30766 2.51011
N: -0.72683 -2.83576 3.04250
N: -0.94480 -1.49175 2.75133
C: -1.88932 -0.98454 3.41283
C: -2.20311 0.47370 3.31707
C: -3.18562 0.99715 4.13445
C: -3.41898 2.36600 4.12034
C: -2.65449 3.16355 3.29645
C: -1.70178 2.54911 2.49638
N: -1.48080 1.23676 2.48644
C: 0.69630 -4.71150 2.80448
C: -0.14127 -5.55203 3.54092
C: 0.22391 -6.85532 3.79722
C: 1.44700 -7.34122 3.32042
C: 2.28883 -6.52738 2.59554
C: 1.90921 -5.20835 2.33883
H: 3.61778 -4.67654 1.27575
H: 3.02097 -2.49926 0.72313
H: -2.45495 -1.58849 4.12278
H: -3.74912 0.33704 4.78458
H: -4.18038 2.79886 4.75566
H: -2.79008 4.23730 3.26027
H: -1.06879 3.14420 1.83894
H: -1.08274 -5.14712 3.89544
H: -0.43304 -7.50162 4.36804
H: 1.73847 -8.36713 3.52000
H: 3.23879 -6.89929 2.22133
I: 3.26248 -0.36343 3.66588
C: 4.76469 -0.57013 2.19473
C: 5.99846 -0.97724 2.61444
C: 7.03927 -1.11743 1.66010
C: 6.80882 -0.83836 0.34391
C: 5.52608 -0.40694 -0.09753
C: 5.28498 -0.09285 -1.46544
C: 4.04792 0.33990 -1.85696
C: 2.99537 0.45002 -0.89927
C: 3.12466 0.14905 0.44881
C: 4.44445 -0.26648 0.83138
H: 6.18534 -1.18594 3.65940
H: 8.02091 -1.43851 1.99005
H: 7.60989 -0.93615 -0.38599
H: 6.09733 -0.19288 -2.18067
H: 3.87136 0.59273 -2.90433
H: 2.03061 0.79980 -1.28704
C: 3.17653 -5.26806 -1.55941
C: 1.93607 -4.43096 -1.35761
C: 0.82516 -4.94723 -0.69273
C: -0.30135 -4.16345 -0.46048
C: -0.31077 -2.86391 -0.92556
C: 0.77659 -2.31674 -1.59516
C: 1.89607 -3.10743 -1.80471
S: -1.72005 -1.85144 -0.50352
O: -2.69840 -2.73539 0.20927
C: -2.32784 -1.59716 -2.18123
C: -2.22451 -2.63411 -3.14740
C: -2.67110 -2.43272 -4.41089
C: -3.23741 -1.18722 -4.78782
C: -3.66951 -0.95120 -6.11742
C: -4.22065 0.24368 -6.47075
C: -4.36892 1.26715 -5.50423
C: -3.96233 1.06680 -4.21587
C: -3.37881 -0.16871 -3.81907
C: -2.91535 -0.40220 -2.48081
C: -3.21603 0.68030 -1.47303
C: -4.56885 0.71731 -0.99065
C: -5.47118 -0.35789 -1.22910
C: -6.74855 -0.31272 -0.75406
C: -7.20723 0.81176 -0.02657
C: -6.36718 1.85725 0.21462
C: -5.02638 1.83108 -0.25362
C: -4.13580 2.90254 -0.00900
C: -2.83968 2.83025 -0.40524
C: -2.36090 1.70102 -1.12281
S: -0.57339 1.52685 -1.37746
O: -0.33742 0.74994 -2.63334
C: -0.13617 3.21212 -1.67932
C: -0.50834 3.81728 -2.86682
C: -0.12286 5.12908 -3.08942
C: 0.62735 5.83392 -2.14345
C: 1.04136 7.26426 -2.39290
C: 0.99689 5.18972 -0.96373
C: 0.62736 3.87163 -0.72523
H: 2.96516 -6.33084 -1.42638
H: 3.96119 -4.98997 -0.84606
H: 3.59381 -5.12316 -2.55792
H: 0.84415 -5.97272 -0.33249
H: -1.16375 -4.53960 0.08569
H: 0.75359 -1.28797 -1.95336
H: 2.76096 -2.67902 -2.30643
H: -1.78799 -3.58613 -2.87190
H: -2.59357 -3.22343 -5.15211
H: -3.54848 -1.74206 -6.85221
H: -4.54418 0.41361 -7.49071
H: -4.81094 2.21494 -5.78846
H: -4.08016 1.86092 -3.48801
H: -5.12349 -1.23002 -1.76928
H: -7.41540 -1.14882 -0.92566
H: -8.22929 0.83861 0.33735
H: -6.70814 2.72455 0.77304
H: -4.49870 3.78072 0.51703
H: -2.16824 3.65364 -0.19858
H: -1.07885 3.26041 -3.60738
H: -0.40341 5.61721 -4.01735
H: 0.75302 7.59418 -3.39243
H: 2.12396 7.37948 -2.29624
H: 0.57610 7.93762 -1.66896
H: 1.59966 5.71944 -0.22934
H: 0.94099 3.36033 0.18849
C: 3.65919 4.29322 2.68353
C: 2.35865 4.86943 3.26415
C: 1.51247 3.61791 3.36230
O: 1.79159 2.90612 2.15587
C: 3.18125 3.12138 1.80782
H: 4.28868 3.91934 3.49541
H: 4.23938 5.02299 2.11752
H: 1.89320 5.56686 2.56233
H: 2.49556 5.37598 4.22109
H: 0.44396 3.80422 3.41919
H: 1.80813 3.01918 4.22990
H: 3.22742 3.33328 0.73771
H: 3.74399 2.20928 1.98436

The energy relative to the best compared isomer or geometry (same formula, charge and spin) is 72.7 kJ/mol. The calculation puts the molar mass at 1144.26 g mol⁻¹. As for the net charge: 0. Its total energy is -4586.68684 Eh. The HOMO-LUMO gap comes out at 5.96 eV. The value obtained for the HOMO energy is -6.1 eV.

No. 2
This record from the Open Molecules 2025 dataset describes 13 unconnected molecules or ions with the total composition C62H57F9N4. The level of theory is the ωB97M-V functional and the def2-TZVPD basis.

Atoms and positions in Å:
F: -6.51660 -10.55534 7.64541
C: -6.68413 -11.88928 7.76925
C: -7.19565 -12.59986 6.70157
C: -7.38415 -13.96555 6.85283
C: -7.06130 -14.57559 8.05573
C: -6.57527 -13.83486 9.13123
C: -6.33445 -12.48350 8.97179
H: -7.41577 -12.07356 5.78229
H: -7.69460 -14.56332 6.00511
H: -7.20896 -15.63652 8.22494
H: -6.29095 -14.36333 10.03121
H: -5.91950 -11.85370 9.74896
F: -0.56871 -16.41823 3.61429
C: -0.96874 -16.65847 4.87656
C: -0.46799 -15.87683 5.89535
C: -0.91824 -16.09581 7.18378
C: -1.81954 -17.12118 7.44614
C: -2.29755 -17.91579 6.42598
C: -1.87366 -17.66842 5.12862
H: 0.29688 -15.14128 5.67834
H: -0.50988 -15.50503 7.99258
H: -2.03971 -17.35562 8.47828
H: -3.05475 -18.67295 6.58077
H: -2.17630 -18.29614 4.29559
F: -4.06278 -18.47180 9.19720
C: -3.72421 -18.55765 10.49737
C: -3.67215 -19.81845 11.07404
C: -3.25027 -19.91871 12.39023
C: -2.84750 -18.79794 13.10213
C: -2.91667 -17.55414 12.49316
C: -3.33750 -17.42244 11.17187
H: -4.04745 -20.65866 10.50303
H: -3.20379 -20.90743 12.83411
H: -2.43626 -18.89798 14.09689
H: -2.69091 -16.65078 13.04670
H: -3.40942 -16.44871 10.70600
F: -5.91401 -20.93252 1.12227
C: -5.16389 -21.68076 1.94989
C: -4.37688 -21.06531 2.89631
C: -3.65985 -21.86521 3.78394
C: -3.74416 -23.24530 3.71735
C: -4.59595 -23.83776 2.79995
C: -5.34139 -23.05302 1.93900
H: -4.33054 -19.98500 2.93874
H: -3.08770 -21.36078 4.55383
H: -3.18730 -23.84144 4.42818
H: -4.71937 -24.91227 2.81001
H: -6.04007 -23.49247 1.23870
F: -6.30511 -14.27512 0.93023
C: -6.73350 -15.51190 1.26769
C: -5.98610 -16.25309 2.16111
C: -6.38573 -17.55528 2.42909
C: -7.49471 -18.09808 1.79586
C: -8.29367 -17.30134 0.99246
C: -7.89126 -15.99814 0.70161
H: -5.12663 -15.81663 2.65228
H: -5.79742 -18.15980 3.10662
H: -7.72276 -19.14111 1.98470
H: -9.21347 -17.67708 0.56706
H: -8.54581 -15.37467 0.10599
F: -6.80784 -20.21549 10.03179
C: -6.62140 -19.92547 8.71065
C: -7.14080 -18.75377 8.21084
C: -6.88799 -18.37291 6.90418
C: -6.15294 -19.24007 6.10172
C: -5.60865 -20.40113 6.62868
C: -5.80822 -20.74858 7.95828
H: -7.72102 -18.12671 8.88200
H: -7.39392 -17.50978 6.49504
H: -5.98642 -19.06630 5.04453
H: -5.01842 -21.06145 6.00492
H: -5.44856 -21.66408 8.41093
F: -12.51738 -19.71958 7.91466
C: -11.85374 -19.75010 9.08291
C: -10.54734 -20.19019 9.08590
C: -9.78687 -20.11264 10.23815
C: -10.39195 -19.65658 11.40225
C: -11.72032 -19.27246 11.39368
C: -12.46940 -19.29141 10.22695
H: -10.13852 -20.58637 8.16108
H: -8.73457 -20.35500 10.26706
H: -9.82875 -19.59508 12.32658
H: -12.16634 -18.91483 12.31325
H: -13.49805 -18.96045 10.24547
F: -11.73546 -20.14337 2.67924
C: -10.55441 -20.56538 3.18438
C: -10.14909 -20.13949 4.43215
C: -8.92320 -20.59632 4.91412
C: -8.08723 -21.32907 4.08913
C: -8.53664 -21.81979 2.86860
C: -9.79245 -21.42452 2.41166
H: -10.78690 -19.52593 5.05545
H: -8.63772 -20.30030 5.91378
H: -7.14404 -21.69840 4.48438
H: -7.95588 -22.53436 2.30815
H: -10.10840 -21.73875 1.42450
F: -6.36183 -23.63886 15.86290
C: -6.80048 -23.20183 14.66388
C: -5.88752 -23.17602 13.61657
C: -6.30711 -22.68517 12.39666
C: -7.63768 -22.30356 12.21334
C: -8.52528 -22.36473 13.27264
C: -8.10132 -22.78508 14.52686
H: -4.89810 -23.57286 13.80057
H: -5.62904 -22.68540 11.55103
H: -7.92347 -21.90721 11.24794
H: -9.55149 -22.03426 13.16184
H: -8.79824 -22.82721 15.35221
C: -6.99223 -18.40343 13.04580
C: -7.43575 -17.54451 11.96015
N: -7.77048 -16.84762 11.11786
H: -5.91244 -18.53105 12.96367
H: -7.40610 -19.39761 12.86646
H: -7.32196 -18.01470 14.00134
C: -10.40769 -16.37908 9.09418
C: -10.20129 -16.86642 7.74002
N: -10.02996 -17.20033 6.65052
H: -10.65576 -17.15572 9.81753
H: -11.24388 -15.68070 9.07438
H: -9.49482 -15.90643 9.45751
C: -1.58055 -24.16174 10.39790
C: -2.88276 -23.60743 10.04771
N: -3.91148 -23.17750 9.78114
H: -0.79407 -23.70372 9.80401
H: -1.62061 -25.23721 10.23691
H: -1.36217 -23.96163 11.44566
C: -9.29682 -23.77060 9.48110
C: -8.25938 -23.65122 8.45838
N: -7.46088 -23.56946 7.64301
H: -10.25339 -23.44116 9.07980
H: -9.03698 -23.16517 10.34534
H: -9.38699 -24.81116 9.78865

The calculation puts the molar mass at 1029.15 g mol⁻¹. As for the net charge: 0. Its total energy is -3514.53257 Eh. The HOMO-LUMO gap comes out at 8.90 eV. The value obtained for the HOMO energy is -8.7 eV.

No. 3
This record from the Open Molecules 2025 dataset describes a molecular structure, C62H62GeOOsP2SSi. The level of theory is the ωB97M-V functional and the def2-TZVPD basis.

Atoms and positions in Å:
Os: 0.19929 -0.28832 -0.63635
O: -1.37621 0.51104 2.17289
S: -0.02936 -0.17486 1.76688
C: -0.01164 -1.76246 2.54003
C: 0.07264 -1.95670 3.91534
C: 0.06783 -3.25461 4.39947
C: -0.03053 -4.33394 3.52547
C: -0.13209 -4.12989 2.15658
C: -0.11119 -2.83202 1.65058
P: -0.49276 -2.50319 -0.08918
C: -2.23618 -2.94946 -0.14697
C: -3.11063 -2.29334 0.72506
C: -4.42885 -2.69701 0.81037
C: -4.87907 -3.76358 0.03675
C: -4.00951 -4.42523 -0.81474
C: -2.68527 -4.02108 -0.91820
C: 0.46367 -3.47955 -1.22202
C: 1.57657 -4.23567 -0.82131
C: 2.22775 -5.02517 -1.74610
C: 1.79398 -5.05597 -3.06894
C: 0.70263 -4.30206 -3.47772
C: 0.04125 -3.50387 -2.56470
C: 1.22891 0.76825 2.55151
C: 1.14977 1.22620 3.86525
C: 2.25461 1.87042 4.39505
C: 3.40883 2.03764 3.62794
C: 3.45666 1.60492 2.31334
C: 2.34519 0.97685 1.75356
P: 2.34815 0.46546 0.00462
C: 3.73255 -0.66420 -0.10342
C: 4.97828 -0.25592 -0.58562
C: 6.05742 -1.12267 -0.49560
C: 5.90161 -2.38000 0.06941
C: 4.66527 -2.77892 0.56492
C: 3.58468 -1.92136 0.48415
C: 2.60796 1.93436 -0.95733
C: 2.27383 3.19168 -0.43167
C: 2.58436 4.33080 -1.14651
C: 3.20051 4.22620 -2.38869
C: 3.49936 2.98306 -2.92878
C: 3.18751 1.83216 -2.23050
H: 0.15185 -1.12961 4.60377
H: 0.13882 -3.42705 5.46430
H: -0.04062 -5.34176 3.91741
H: -0.24766 -4.97665 1.49066
H: -2.75138 -1.49650 1.36620
H: -5.10686 -2.20702 1.49484
H: -5.90765 -4.08768 0.11411
H: -4.35710 -5.26422 -1.40056
H: -2.01962 -4.55578 -1.57846
H: 1.89696 -4.24502 0.21096
H: 3.06279 -5.63913 -1.44008
H: 2.31248 -5.67965 -3.78429
H: 0.37361 -4.33258 -4.50617
H: -0.80712 -2.91260 -2.88419
H: 0.24799 1.10960 4.45025
H: 2.22537 2.23789 5.41124
H: 4.27165 2.52468 4.06035
H: 4.34727 1.77182 1.72148
H: 5.12040 0.72399 -1.01695
H: 7.02445 -0.80964 -0.86324
H: 6.74961 -3.04664 0.13779
H: 4.55784 -3.75094 1.02576
H: 2.62680 -2.21735 0.89984
H: 1.83923 3.27801 0.55660
H: 2.37524 5.30560 -0.73180
H: 3.45332 5.12246 -2.93744
H: 3.97564 2.91399 -3.89609
H: 3.40924 0.86242 -2.65863
C: -1.34826 4.99944 -0.28787
C: -1.14164 5.55630 1.11197
C: -2.03762 4.87208 2.12502
C: -1.65894 3.42291 2.36688
Ge: -2.18158 1.99357 1.13956
C: -3.90159 1.30031 0.56385
C: -4.77166 2.45220 0.07210
C: -4.22055 3.11163 -1.19143
C: -4.40034 2.28030 -2.45270
H: -0.79453 5.56963 -1.02959
H: -2.40515 5.04895 -0.57267
H: -1.00197 3.96330 -0.40140
H: -1.36944 6.62290 1.11324
H: -0.09734 5.46727 1.43059
H: -3.08521 4.96747 1.83229
H: -1.95434 5.37218 3.09493
H: -2.21966 2.98699 3.21404
H: -0.59533 3.28269 2.56704
H: -0.74903 1.05278 -0.39311
H: -4.24643 0.87259 1.51722
H: -3.75484 0.49689 -0.15730
H: -4.90096 3.18749 0.87111
H: -5.76988 2.04636 -0.11769
H: -3.13817 3.31739 -1.03884
H: -4.69185 4.08607 -1.31580
H: -3.88477 1.32061 -2.39534
H: -4.01386 2.80519 -3.32458
H: -5.45770 2.08686 -2.62992
C: 3.38242 -2.43252 -5.31187
C: 3.44702 -2.24121 -3.93949
C: 2.42634 -1.55657 -3.29888
C: 1.33336 -1.03627 -3.99191
C: 1.29038 -1.24372 -5.37538
C: 2.29842 -1.93862 -6.02545
Si: 0.00290 -0.02050 -3.12950
C: -1.76043 -0.50174 -3.60399
C: -2.69770 -1.01805 -2.71531
C: -3.98096 -1.36638 -3.11436
C: -4.35452 -1.18533 -4.43546
C: -3.45190 -0.63394 -5.33568
C: -2.17676 -0.28761 -4.92399
C: 0.09400 1.78236 -3.66792
C: 0.90734 2.17670 -4.73282
C: 0.75955 3.42578 -5.31836
C: -0.19114 4.31255 -4.83727
C: -1.00195 3.94538 -3.77046
C: -0.86166 2.69227 -3.20005
H: 4.17035 -2.96520 -5.82644
H: 4.28208 -2.63062 -3.37235
H: 2.48191 -1.45505 -2.22110
H: 0.46262 -0.87029 -5.96273
H: 2.24414 -2.08739 -7.09497
H: -2.43437 -1.14048 -1.66569
H: -4.68435 -1.77175 -2.39897
H: -5.34936 -1.45301 -4.76335
H: -3.74692 -0.47243 -6.36282
H: -1.50923 0.17021 -5.64260
H: 1.64371 1.49441 -5.13729
H: 1.37237 3.69920 -6.16658
H: -0.31732 5.27914 -5.30585
H: -1.76776 4.62385 -3.42124
H: -1.56083 2.38479 -2.42396

The calculation puts the molar mass at 1208.12 g mol⁻¹. As for the net charge: +4. Its total energy is -6011.59457 Eh. The HOMO-LUMO gap comes out at 4.55 eV. The value obtained for the HOMO energy is -17.3 eV.

Question: net charge of number 2 (C62H57F9N4)?
Answer: 0